<one>
One molecule with the formula C2H4N2S2, computed with ωB97M-V with the def2-TZVPD basis set.

Total charge = 0
E_HOMO = -8.787 eV
Kohn-Sham gap = 8.45 eV
E_LUMO = -0.34 eV
Structure (SMILES) = N/N=C\SC=S

Each line ends with the natural charge from an NBO analysis.
Positions of all 10 atoms, in Å:
N 1.61 1.32 -0.40  -0.67
N 2.25 0.40 0.37  -0.19
C 1.58 -0.64 0.47  -0.19
S 0.14 -1.14 -0.39  0.25
C -0.89 0.18 0.34  -0.51
S -2.40 0.38 0.08  0.13
H 1.06 0.93 -1.20  0.36
H 2.19 2.10 -0.66  0.38
H 1.96 -1.20 1.42  0.21
H -0.17 0.94 0.74  0.23

=====

<two>
One molecule with the formula C2H4N2S2, computed with ωB97M-V with the def2-TZVPD basis set.

Total charge = 0
E_HOMO = -8.826 eV
Kohn-Sham gap = 8.21 eV
E_LUMO = -0.61 eV
Structure (SMILES) = NC(=S)NC=S

Each line ends with the natural charge from an NBO analysis.
Positions of all 10 atoms, in Å:
N 0.93 1.07 -0.14  -0.85
C 0.90 -0.30 0.00  0.27
S 2.26 -1.28 -0.21  -0.17
N -0.35 -0.81 0.31  -0.63
C -1.51 -0.10 -0.14  -0.12
S -2.96 -0.84 -0.19  -0.01
H 1.85 1.52 -0.47  0.43
H 0.49 1.59 0.71  0.40
H -0.46 -1.79 0.63  0.44
H -1.15 0.92 -0.49  0.23

=====

Most stable to least stable: <two>, <one>

=====

<one>
One molecule with the formula C2H4N2S2, computed with ωB97M-V with the def2-TZVPD basis set.

Total charge = 0
E_HOMO = -8.809 eV
Kohn-Sham gap = 7.55 eV
E_LUMO = -1.26 eV
Structure (SMILES) = N/N=C/C(=S)S

Each line ends with the natural charge from an NBO analysis.
Positions of all 10 atoms, in Å:
N -1.94 -0.37 -0.28  -0.56
N -0.76 0.15 0.03  -0.20
C 0.43 -0.47 0.19  -0.10
C 1.69 0.09 0.20  -0.30
S 3.04 -0.80 -0.17  0.04
S 1.58 1.86 -0.03  0.02
H -2.64 0.37 -0.20  0.38
H -2.14 -1.26 0.21  0.36
H 0.60 -1.66 0.52  0.18
H 0.16 2.08 -0.47  0.19

=====

<two>
One molecule with the formula C2H4N2S2, computed with ωB97M-V with the def2-TZVPD basis set.

Total charge = 0
E_HOMO = -8.453 eV
Kohn-Sham gap = 8.88 eV
E_LUMO = 0.42 eV
Structure (SMILES) = [H]/N=C1/NSCS1

Each line ends with the natural charge from an NBO analysis.
Positions of all 10 atoms, in Å:
H -2.78 -0.14 -0.34  0.35
N -2.08 -0.89 -0.18  -0.70
C -0.93 -0.34 -0.17  0.29
N 0.16 -1.19 0.12  -0.79
S 1.70 -0.60 -0.38  0.43
C 1.26 1.04 0.15  -0.71
S -0.45 1.39 -0.28  0.23
H -0.13 -2.14 0.11  0.43
H 1.90 1.78 -0.30  0.25
H 1.36 1.10 1.26  0.23

=====

<three>
A 2-piece molecular cluster, C2H4N2S2 overall, computed with ωB97M-V with the def2-TZVPD basis set.

Total charge = 0
E_HOMO = -8.950 eV
Kohn-Sham gap = 7.76 eV
E_LUMO = -1.19 eV

Each line ends with the natural charge from an NBO analysis.
Positions of all 10 atoms, in Å:
C -1.18 0.37 0.03  0.23
C 1.27 -0.52 0.17  -0.02
H -2.79 1.31 -0.32  0.42
H -1.68 2.30 1.18  0.40
H 0.70 1.36 -0.48  0.43
H 0.87 -1.48 0.54  0.22
N -1.79 1.56 -0.03  -0.81
N 0.22 0.44 -0.16  -0.64
S -2.08 -1.02 -0.03  -0.14
S 2.91 -0.02 -0.03  -0.10

=====

Most stable to least stable: <two>, <three>, <one>

=====

<one>
C16H26N10O2TeZr as an isolated structure, computed with ωB97M-V with the def2-TZVPD basis set.

Total charge = +2
E_HOMO (spin up / spin down) = -12.415 / -12.401 eV
Kohn-Sham gap (spin up / spin down) = 5.69 / 5.67 eV
E_LUMO (spin up / spin down) = -6.73 / -6.73 eV

Each line ends with the natural charge from an NBO analysis.
Positions of all 56 atoms, in Å:
Zr -0.69 -0.27 0.09  1.65
C 1.12 -0.60 4.23  -0.70
C 0.86 -0.55 2.77  0.38
N -0.31 -0.32 2.27  -0.58
C -1.52 -0.11 3.08  -0.25
C -2.77 -0.33 2.20  -0.24
N -2.67 0.50 0.97  -0.71
C -3.74 0.38 -0.08  -0.23
C -3.54 -0.81 -1.01  -0.24
N -2.15 -0.88 -1.55  -0.77
C -1.78 -0.40 -2.92  -0.22
C -0.43 0.35 -2.92  -0.24
N 0.41 -0.04 -1.77  -0.62
C 1.62 -0.49 -1.84  0.67
C 2.33 -1.99 -3.49  0.23
C 2.27 -0.81 -0.56  0.05
C 3.61 -1.08 -0.39  -0.13
C 4.09 -1.27 0.91  -0.18
C 3.24 -1.09 1.98  -0.14
C 1.90 -0.80 1.76  0.08
N 1.41 -0.80 0.49  -0.51
H 0.62 -1.47 4.66  0.27
H 0.73 0.29 4.72  0.25
H 2.18 -0.67 4.46  0.25
H -1.52 0.91 3.48  0.22
H -1.57 -0.79 3.93  0.25
H -3.67 -0.10 2.78  0.24
H -2.82 -1.38 1.91  0.25
H -2.64 1.47 1.25  0.41
H -3.69 1.31 -0.66  0.22
H -4.73 0.34 0.38  0.24
H -4.28 -0.78 -1.81  0.24
H -3.70 -1.74 -0.47  0.24
H -1.87 -1.86 -1.50  0.47
H -2.56 0.25 -3.31  0.23
H -1.72 -1.27 -3.57  0.24
H -0.62 1.42 -2.79  0.22
H 0.10 0.21 -3.86  0.26
H 2.87 -1.90 -4.43  0.20
H 0.90 -3.30 -3.29  0.51
H 2.87 -2.61 -2.78  0.16
H 4.28 -1.10 -1.24  0.26
H 5.14 -1.51 1.08  0.26
H 3.62 -1.15 2.99  0.25
O 2.27 -0.63 -2.99  -0.51
O 1.02 -2.42 -3.67  -0.72
N 0.53 4.97 -1.11  -0.58
N 0.54 3.87 -0.29  0.21
N 1.43 3.70 0.65  -0.22
C 1.14 2.49 1.09  0.17
N 0.09 1.97 0.44  -0.41
N -0.27 2.87 -0.48  -0.04
H 1.12 5.68 -0.69  0.41
H -0.43 5.28 -1.26  0.40
H 1.67 2.01 1.89  0.24
Te -0.30 -2.97 0.25  -0.35

=====

<two>
C16H26N10O2TeZr as an isolated structure, computed with ωB97M-V with the def2-TZVPD basis set.

Total charge = +2
E_HOMO = -12.220 eV
Kohn-Sham gap = 5.45 eV
E_LUMO = -6.77 eV

Each line ends with the natural charge from an NBO analysis.
Positions of all 56 atoms, in Å:
Zr -0.40 -0.59 0.46  2.21
C 4.08 -0.07 -0.49  -0.71
C 2.66 0.00 -0.08  0.40
N 1.79 -0.92 -0.25  -0.54
C 2.08 -2.15 -1.02  -0.26
C 0.79 -2.81 -1.53  -0.22
N -0.31 -2.68 -0.54  -0.73
C -1.65 -3.15 -1.01  -0.22
C -2.78 -2.44 -0.25  -0.23
N -2.58 -0.97 -0.42  -0.68
C -3.61 -0.07 0.19  -0.22
C -3.12 0.60 1.48  -0.26
N -1.74 1.07 1.27  -0.56
C -1.15 1.85 2.10  0.43
C -1.78 2.47 3.30  -0.71
C 0.32 2.07 1.85  0.18
C 1.09 3.06 2.44  -0.18
C 2.45 3.08 2.17  -0.10
C 3.02 2.11 1.34  -0.18
C 2.19 1.16 0.77  0.19
N 0.88 1.18 1.02  -0.53
H 4.22 -0.61 -1.42  0.25
H 4.63 -0.61 0.29  0.28
H 4.54 0.91 -0.59  0.25
H 2.62 -2.82 -0.36  0.26
H 2.71 -1.92 -1.88  0.22
H 1.00 -3.86 -1.75  0.23
H 0.46 -2.34 -2.45  0.20
H -0.05 -3.21 0.30  0.45
H -1.74 -4.23 -0.90  0.24
H -1.72 -2.93 -2.07  0.20
H -2.75 -2.68 0.81  0.25
H -3.75 -2.76 -0.63  0.23
H -2.64 -0.81 -1.42  0.39
H -4.53 -0.61 0.38  0.23
H -3.82 0.70 -0.55  0.22
H -3.11 -0.12 2.30  0.25
H -3.79 1.42 1.74  0.24
H -2.54 1.81 3.72  0.26
H -2.27 3.41 3.02  0.28
H -1.05 2.68 4.07  0.26
H 0.65 3.79 3.10  0.25
H 3.08 3.83 2.62  0.26
H 4.09 2.10 1.17  0.25
O -1.19 -1.66 1.91  -0.60
O -0.04 -0.95 2.47  -0.60
N 1.33 2.55 -3.84  -0.57
N 0.59 1.53 -3.27  0.21
N -0.24 0.81 -3.99  -0.22
C -0.81 0.08 -3.05  0.15
N -0.35 0.37 -1.83  -0.40
N 0.56 1.32 -2.00  -0.03
H 1.41 2.36 -4.83  0.41
H 2.22 2.62 -3.36  0.40
H -1.57 -0.65 -3.28  0.23
Te 1.58 -2.33 2.78  0.02

=====

Most stable to least stable: <one>, <two>

=====

<one>
A 2-piece molecular cluster, C5H10N2 overall, computed with ωB97M-V with the def2-TZVPD basis set.

Total charge = 0
E_HOMO = -8.185 eV
Kohn-Sham gap = 9.40 eV
E_LUMO = 1.22 eV
Structure (SMILES) = C[C@H]1N[C@H]1C1=CN1.[H][H]

Each line ends with the natural charge from an NBO analysis.
Positions of all 17 atoms, in Å:
C 1.57 -1.05 -0.11  -0.64
C 0.34 -1.21 -0.97  -0.05
N -0.90 -1.78 -0.45  -0.55
C -0.87 -0.35 -0.81  -0.15
C -0.99 0.59 0.29  0.14
C -1.43 1.60 0.94  -0.09
N -0.55 0.65 1.72  -0.64
H 2.05 -2.03 0.03  0.21
H 1.33 -0.63 0.87  0.24
H 2.28 -0.39 -0.60  0.22
H 0.53 -1.54 -1.99  0.20
H -0.83 -1.86 0.56  0.35
H -1.46 -0.09 -1.69  0.23
H -1.99 2.50 1.11  0.23
H -1.17 0.03 2.26  0.31
H 0.88 2.27 -1.47  -0.01
H 0.40 2.39 -0.91  0.00

=====

<two>
C5H10N2 as an isolated structure, computed with ωB97M-V with the def2-TZVPD basis set.

Total charge = 0
E_HOMO = -6.834 eV
Kohn-Sham gap = 7.85 eV
E_LUMO = 1.02 eV

Each line ends with the natural charge from an NBO analysis.
Positions of all 17 atoms, in Å:
C 1.10 -0.09 0.09  0.44
C -0.45 0.88 0.67  -0.34
C 0.89 0.75 1.33  -0.44
N 1.25 -1.45 0.29  -0.79
N 1.18 0.26 -1.24  -0.83
C -1.42 -0.09 0.31  -0.17
C -1.82 -0.20 -1.00  -0.61
H -0.55 1.81 0.10  0.19
H 1.02 -1.81 1.20  0.38
H 0.98 -2.06 -0.47  0.39
H 1.29 1.26 -1.34  0.37
H 0.14 0.04 -1.67  0.38
H 0.96 0.18 2.25  0.22
H 1.46 1.68 1.37  0.23
H -1.52 -0.95 0.96  0.19
H -2.59 -0.91 -1.26  0.20
H -1.92 0.71 -1.59  0.19

=====

<three>
One molecule with the formula C5H10N2, computed with ωB97M-V with the def2-TZVPD basis set.

Total charge = 0
E_HOMO = -8.524 eV
Kohn-Sham gap = 9.49 eV
E_LUMO = 0.96 eV
Structure (SMILES) = [H]/N=C/N(C)C(=C)C

Each line ends with the natural charge from an NBO analysis.
Positions of all 17 atoms, in Å:
H 2.08 -2.30 1.23  0.36
N 1.31 -1.80 0.81  -0.79
C 1.50 -0.52 0.65  0.32
N 0.58 0.26 0.11  -0.44
C 0.95 1.54 -0.44  -0.40
C -0.88 -0.34 -0.24  0.15
C -0.93 -1.59 -0.60  -0.50
C -1.94 0.67 0.05  -0.67
H 2.50 -0.08 0.76  0.15
H 2.04 1.69 -0.40  0.21
H 0.65 1.60 -1.49  0.20
H 0.48 2.37 0.10  0.19
H 0.15 -2.19 -0.10  0.33
H -1.84 -2.11 -0.83  0.20
H -1.86 1.03 1.08  0.22
H -1.86 1.54 -0.61  0.21
H -2.92 0.22 -0.09  0.23

=====

<four>
One molecule with the formula C5H10N2, computed with ωB97M-V with the def2-TZVPD basis set.

Total charge = 0
E_HOMO = -9.522 eV
Kohn-Sham gap = 10.51 eV
E_LUMO = 0.99 eV

Each line ends with the natural charge from an NBO analysis.
Positions of all 17 atoms, in Å:
C 0.73 0.14 -0.17  -0.04
C -0.90 0.10 1.69  -0.07
C 0.27 -1.15 -0.87  -0.63
C 1.27 1.14 -1.19  -0.61
N -0.32 0.81 0.59  -0.62
C -2.84 -1.43 0.96  0.28
N -1.95 -0.78 1.33  -0.55
H -1.04 1.17 -0.03  0.36
H 1.52 -0.11 0.55  0.18
H -0.12 -0.47 2.20  0.21
H -1.32 0.83 2.40  0.21
H 2.14 0.73 -1.69  0.21
H 1.08 -1.55 -1.48  0.21
H -0.02 -1.91 -0.15  0.21
H -0.58 -0.95 -1.52  0.21
H 0.52 1.36 -1.94  0.20
H 1.55 2.06 -0.69  0.22

=====

Most stable to least stable: <four>, <three>, <two>, <one>

=====

<one>
C5H10N2 as an isolated structure, computed with ωB97M-V with the def2-TZVPD basis set.

Total charge = 0
E_HOMO = -8.055 eV
Kohn-Sham gap = 9.08 eV
E_LUMO = 1.03 eV

Each line ends with the natural charge from an NBO analysis.
Positions of all 17 atoms, in Å:
C -1.19 0.97 -0.45  -0.23
C -0.52 1.04 0.81  -0.22
C 1.48 -0.73 1.44  -0.15
C 0.44 -1.19 0.29  -0.13
C 0.46 -0.83 -1.23  -0.22
H -1.96 0.19 -0.05  0.14
H -1.71 1.91 -0.96  0.23
H -0.03 1.97 0.91  0.19
H -1.50 0.94 1.50  0.16
H 2.49 -0.67 1.38  0.20
H 1.03 -1.29 2.32  0.17
H -0.51 -1.82 0.76  0.19
H 0.17 -1.81 -2.07  0.17
H 1.31 -0.36 -1.73  0.21
H 0.04 1.14 -2.27  0.32
N 0.62 0.16 0.80  -0.44
N -0.61 0.39 -1.46  -0.61

=====

<two>
C5H10N2 as an isolated structure, computed with ωB97M-V with the def2-TZVPD basis set.

Total charge = 0
E_HOMO (spin up / spin down) = -8.209 / -8.212 eV
Kohn-Sham gap (spin up / spin down) = 7.81 / 7.82 eV
E_LUMO (spin up / spin down) = -0.40 / -0.40 eV

Each line ends with the natural charge from an NBO analysis.
Positions of all 17 atoms, in Å:
C 1.88 0.11 -1.37  -0.44
C -1.03 1.00 -0.91  -0.66
N -0.86 -1.28 0.15  -0.64
C -0.18 0.06 -0.10  0.34
C -0.44 -0.57 1.32  -0.14
C -1.09 -0.38 2.48  -0.27
N 1.21 0.17 -0.08  -0.62
H -0.19 -2.01 -0.10  0.36
H 0.92 -0.47 1.14  0.40
H 2.95 0.19 -1.21  0.21
H 1.57 0.96 -1.99  0.20
H 1.68 -0.81 -1.94  0.17
H -2.06 0.98 -0.54  0.24
H -1.05 0.67 -1.95  0.23
H -0.64 2.02 -0.86  0.22
H -1.86 -1.06 2.82  0.20
H -0.80 0.43 3.14  0.20

=====

<three>
One molecule with the formula C5H10N2, computed with ωB97M-V with the def2-TZVPD basis set.

Total charge = 0
E_HOMO = -8.641 eV
Kohn-Sham gap = 9.60 eV
E_LUMO = 0.96 eV
Structure (SMILES) = C=N/C=C/CCN

Each line ends with the natural charge from an NBO analysis.
Positions of all 17 atoms, in Å:
C 2.44 -1.82 1.47  -0.05
N 1.95 -0.83 0.86  -0.40
C 0.52 -0.91 0.69  -0.07
C -0.20 0.18 0.43  -0.18
C -1.62 0.20 -0.07  -0.45
C -1.82 1.44 -0.94  -0.19
N -0.82 1.46 -1.97  -0.89
H 1.84 -2.62 1.89  0.14
H 3.52 -1.93 1.59  0.17
H 0.19 -1.94 0.57  0.18
H 0.24 1.14 0.67  0.21
H -1.81 -0.64 -0.75  0.21
H -2.40 0.06 0.67  0.22
H -2.80 1.45 -1.42  0.19
H -1.85 2.36 -0.32  0.15
H -0.82 2.06 -2.78  0.38
H 0.15 1.20 -1.88  0.38

=====

Most stable to least stable: <three>, <two>, <one>

=====

<one>
One molecule with the formula C5H10N2, computed with ωB97M-V with the def2-TZVPD basis set.

Total charge = 0
E_HOMO = -8.414 eV
Kohn-Sham gap = 9.55 eV
E_LUMO = 1.14 eV
Structure (SMILES) = C1C[C@@H]2N[C@H]2CN1

Each line ends with the natural charge from an NBO analysis.
Positions of all 17 atoms, in Å:
C 0.70 0.74 -1.23  -0.24
C -0.64 0.07 -1.50  -0.40
C -0.60 -0.93 -0.34  -0.14
N -1.14 -1.52 1.00  -0.53
C -0.52 -0.25 1.02  -0.10
C 0.91 0.32 1.13  -0.23
N 1.02 1.34 0.13  -0.64
H 0.80 1.64 -1.96  0.21
H 1.53 -0.03 -1.55  0.17
H -0.39 -0.67 -2.50  0.20
H -1.57 0.56 -1.56  0.22
H 0.21 -1.60 -0.61  0.18
H -2.12 -1.38 1.04  0.36
H -1.09 0.74 1.13  0.19
H 1.84 -0.39 1.18  0.18
H 0.76 0.79 2.15  0.19
H 1.82 1.82 0.26  0.37

=====

<two>
One molecule with the formula C5H10N2, computed with ωB97M-V with the def2-TZVPD basis set.

Total charge = 0
E_HOMO = -7.166 eV
Kohn-Sham gap = 8.26 eV
E_LUMO = 1.09 eV
Structure (SMILES) = CN1C=CN(C)C1

Each line ends with the natural charge from an NBO analysis.
Positions of all 17 atoms, in Å:
C -2.39 -0.46 0.18  -0.41
N -1.10 -0.12 -0.48  -0.44
C -0.66 1.21 -0.20  -0.08
C 0.63 1.26 0.18  -0.09
N 1.11 -0.07 0.48  -0.45
C 2.40 -0.48 -0.16  -0.42
C 0.02 -0.95 -0.01  -0.05
H -2.35 -0.32 1.31  0.17
H -3.15 0.20 -0.21  0.20
H -2.66 -1.50 -0.01  0.20
H -1.35 2.04 -0.42  0.21
H 1.32 2.07 0.39  0.22
H 2.54 -1.58 -0.13  0.21
H 3.23 0.09 0.36  0.21
H 2.39 -0.13 -1.23  0.18
H 0.36 -1.53 -0.87  0.17
H -0.38 -1.61 0.81  0.17

=====

Most stable to least stable: <two>, <one>